Model i:
This record from the Open Molecules 2025 dataset describes 4 unconnected molecules or ions with the total composition C3H13NO3. The level of theory is ωB97M-V/def2-TZVPD.

Each line ends with the natural charge from an NBO analysis.
Cartesian coordinates (Å):
H (0.1507, -1.0926, -1.1309)  0.51
C (-0.3460, -1.7171, 1.5368)  -0.19
H (0.8492, -3.3917, 1.8542)  0.19
O (0.6673, 2.0170, -1.7330)  -0.99
O (-0.3803, -0.5441, -1.7292)  -0.98
H (1.4133, -1.0721, 2.4479)  0.19
H (-0.9587, 2.5913, -0.8853)  0.49
H (-0.9783, -3.7249, 1.6028)  0.20
H (1.0563, 0.5558, 0.1246)  0.38
H (1.1953, 2.3216, -2.4815)  0.48
H (0.1944, 0.2224, 2.1640)  0.19
H (-1.7489, 3.8915, -0.9773)  0.46
C (0.7011, -0.6439, 1.7512)  -0.27
H (-1.3860, -1.4075, 1.4716)  0.19
H (0.4733, 1.0793, -1.9243)  0.51
N (1.4144, -0.3267, 0.4829)  -0.86
C (-0.1573, -3.0272, 1.6583)  -0.39
H (-1.2087, -1.0058, -1.8809)  0.49
O (-1.8403, 2.9695, -0.7267)  -0.97
H (2.3659, -0.1047, 0.7446)  0.36

As for the lowest unoccupied orbital energy: 0.75 eV. As for the HOMO-LUMO gap: 10.68 eV.

=====

Model ii:
This record from the Open Molecules 2025 dataset describes 4 unconnected molecules or ions with the total composition C3H13NO3. The level of theory is ωB97M-V/def2-TZVPD.

Each line ends with the natural charge from an NBO analysis.
Cartesian coordinates (Å):
H (-1.8763, -1.7668, 0.4373)  0.19
C (-1.6395, 2.0977, 1.7940)  -0.40
H (1.5387, -2.7139, -1.0801)  0.48
H (-2.3087, 2.1846, 2.6498)  0.20
H (-0.6093, 2.3639, 2.0599)  0.19
H (1.4764, 3.0493, -0.9542)  0.48
O (1.3962, 2.2332, -0.4576)  -0.96
H (1.6471, -3.9219, -2.0470)  0.47
H (-1.6162, 0.0644, 2.0371)  0.38
H (-1.9974, 2.8231, 1.0526)  0.20
H (2.0992, 0.1476, -0.0532)  0.48
N (-1.7520, 0.7390, 1.3010)  -0.61
H (-1.4082, 0.9963, -0.7234)  0.17
O (1.6925, -3.6599, -1.1238)  -0.95
H (-1.4511, -1.3827, -1.3095)  0.21
O (2.3905, -0.5441, -0.6657)  -0.94
C (-1.7206, -1.0267, -0.3235)  -0.54
H (0.7241, 1.6872, -0.8740)  0.48
H (2.4368, -1.2981, -0.0574)  0.46
C (-1.6243, 0.2587, 0.0263)  0.02

As for the lowest unoccupied orbital energy: 0.64 eV. As for the HOMO-LUMO gap: 8.58 eV.

=====

Model iii:
This record from the Open Molecules 2025 dataset describes 3 unconnected molecules or ions with the total composition C3H13NO3. The level of theory is ωB97M-V/def2-TZVPD.

Each line ends with the natural charge from an NBO analysis.
Cartesian coordinates (Å):
H (-0.6757, 1.4383, 2.5174)  0.18
H (-0.6502, -0.3274, 2.5095)  0.19
H (-2.0371, 0.4095, 1.7357)  0.21
O (1.9459, 0.0251, -1.4770)  -0.73
N (-0.3133, 0.5038, 0.6514)  -0.65
H (-1.2328, -1.8371, -3.3162)  0.47
H (2.8634, 1.3595, -0.2668)  0.19
O (-1.4723, -1.8816, -0.2240)  -1.01
H (-1.6305, -1.2466, -1.9809)  0.49
H (-1.0188, -1.0665, 0.1390)  0.50
H (-1.1837, -2.6346, 0.2851)  0.48
C (1.8483, 1.0358, -0.5057)  -0.06
H (-0.7266, 1.2008, 0.0504)  0.37
H (1.3526, 1.5299, 1.4484)  0.17
C (1.1365, 0.6880, 0.7690)  -0.24
H (1.5372, -0.2136, 1.1831)  0.20
O (-1.1885, -1.0245, -2.8018)  -0.97
H (1.0967, -0.3749, -1.7102)  0.49
H (1.3173, 1.8850, -0.9531)  0.15
C (-0.9684, 0.5309, 1.9467)  -0.42

As for the lowest unoccupied orbital energy: 0.79 eV. As for the HOMO-LUMO gap: 10.57 eV.

=====

Model iv:
This record from the Open Molecules 2025 dataset describes 4 unconnected molecules or ions with the total composition C3H13NO3. The level of theory is ωB97M-V/def2-TZVPD.

Each line ends with the natural charge from an NBO analysis.
Cartesian coordinates (Å):
H (-2.7188, -0.8169, 0.8869)  0.37
H (0.5029, -2.6671, -0.7473)  0.47
C (0.1953, 1.9351, 1.6601)  -0.63
H (1.5275, -0.5597, -0.6210)  0.47
H (1.6436, -1.3045, -2.0189)  0.47
H (0.1501, -0.7954, 1.2002)  0.17
H (0.3238, 2.2367, -2.5952)  0.47
O (1.2609, 2.3845, -2.3699)  -0.93
H (-1.9420, 1.3523, 1.4939)  0.18
C (-0.9299, 0.9436, 1.4867)  -0.29
H (0.1435, 2.6646, 0.8463)  0.20
O (-0.0496, -3.4496, -0.8625)  -0.95
H (1.1452, 1.4038, 1.5211)  0.19
H (0.2818, -3.8871, -1.6509)  0.47
H (1.1990, 2.2745, -1.4134)  0.46
C (-0.7543, -0.2640, 0.9288)  0.00
O (1.1492, -0.6599, -1.4988)  -0.94
N (-1.8149, -1.0912, 0.5270)  -0.82
H (0.2898, 2.3714, 2.6453)  0.21
H (-1.6029, -2.0710, 0.5818)  0.39

As for the lowest unoccupied orbital energy: 0.42 eV. As for the HOMO-LUMO gap: 8.46 eV.

=====

Relative energies, in hartree, with the most stable structure set to zero: model i 0.0119; model ii 0.0287; model iii 0.0000; model iv 0.0324.

=====

Model i:
This record from the Open Molecules 2025 dataset describes 4 unconnected molecules or ions with the total composition C3H13NO3. The level of theory is ωB97M-V/def2-TZVPD.

Each line ends with the natural charge from an NBO analysis.
Cartesian coordinates (Å):
O (-3.0449, 2.2807, 4.2787)  -0.92
H (-0.3439, -1.0140, -1.3863)  0.21
C (-0.2087, -2.9579, -0.3844)  -0.63
H (0.4269, 0.8509, 1.8664)  0.38
H (-0.9913, -1.0393, 1.2216)  0.20
H (-1.1045, -3.3510, -0.8741)  0.19
H (-2.7631, 2.5709, 3.4027)  0.46
N (0.6348, 0.3231, 1.0334)  -0.77
H (0.9238, 0.9615, 0.3019)  0.40
C (0.0837, -1.4870, -0.4958)  -0.47
O (2.4449, 0.3566, -1.4561)  -0.96
H (0.6358, -3.5477, -0.7590)  0.21
H (3.0029, 0.2205, -2.2301)  0.47
H (0.2141, 2.1681, -3.7393)  0.47
H (-2.3677, 2.7225, 4.8046)  0.46
C (-0.0846, -0.7626, 0.6803)  0.09
H (-0.4918, 0.9442, -3.2404)  0.46
H (-0.3304, -3.2697, 0.6614)  0.20
O (0.3974, 1.2934, -3.3730)  -0.93
H (1.7435, -0.2923, -1.6704)  0.48

As for the lowest unoccupied orbital energy: 0.46 eV. As for the HOMO-LUMO gap: 7.65 eV.

=====

Model ii:
This record from the Open Molecules 2025 dataset describes 4 unconnected molecules or ions with the total composition C3H13NO3. The level of theory is ωB97M-V/def2-TZVPD.

Each line ends with the natural charge from an NBO analysis.
Cartesian coordinates (Å):
C (-1.3205, 1.0479, -0.2726)  -0.28
H (-2.0003, 1.6097, 1.8191)  0.20
H (0.1955, -2.1714, 2.6866)  0.47
H (2.2268, 1.1109, -1.0546)  0.47
H (3.3512, -2.4734, 1.6863)  0.46
N (-1.5408, -0.2106, -0.9963)  -0.40
H (-3.2058, 1.4841, 0.6472)  0.20
C (-2.2654, 1.0045, 0.9438)  -0.61
H (-0.2927, 0.8359, 0.1504)  0.18
H (-2.3438, -0.0116, 1.2740)  0.23
H (3.2276, -1.9520, 0.3194)  0.47
C (-1.2369, -0.3102, -2.2278)  -0.05
H (2.8151, 1.5223, -2.3307)  0.47
O (1.9662, 1.2203, -1.9786)  -0.93
H (-1.1862, 2.1086, -0.5720)  0.21
H (0.0708, -0.6044, 2.5898)  0.48
O (0.1492, -1.4246, 2.0792)  -0.95
H (-0.5585, 0.3963, -2.7278)  0.14
O (3.8746, -2.4031, 0.8780)  -0.93
H (-1.9260, -0.7792, -2.9134)  0.17

As for the lowest unoccupied orbital energy: 0.37 eV. As for the HOMO-LUMO gap: 9.21 eV.

=====

Relative energies, in hartree, with the most stable structure set to zero: model i 0.0095; model ii 0.0000.

=====

Model i:
This record from the Open Molecules 2025 dataset describes 4 unconnected molecules or ions with the total composition C3H13NO3. The level of theory is ωB97M-V/def2-TZVPD.

Each line ends with the natural charge from an NBO analysis.
Cartesian coordinates (Å):
O (-2.1378, 0.0824, -1.5000)  -0.97
H (-1.5228, -0.5280, -1.9215)  0.46
H (-1.8834, -0.3693, 1.9341)  0.48
H (-0.8823, -0.8519, 0.9194)  0.49
H (2.4520, -2.7382, 1.8612)  0.21
H (2.0725, -1.3148, 2.7920)  0.21
H (2.3343, 0.4472, 1.2154)  0.19
H (-0.8408, 2.1021, -2.8589)  0.48
H (0.7172, 0.7379, -1.2133)  0.39
H (1.1116, -1.9500, -0.0491)  0.22
N (0.8815, 0.9307, -0.2371)  -0.90
O (-1.8426, -0.8499, 1.0981)  -0.96
H (0.8502, -2.4215, 2.6049)  0.22
H (-2.1896, -0.2565, -0.5779)  0.50
C (1.1870, -1.2636, 0.7958)  -0.31
O (-0.2503, 2.6410, -2.3272)  -0.95
H (-0.7473, 3.4132, -2.0501)  0.47
H (0.0384, 1.3916, 0.0592)  0.39
C (1.4561, 0.0574, 0.7066)  0.03
C (1.6783, -1.9905, 2.0184)  -0.65

As for the lowest unoccupied orbital energy: 0.78 eV. As for the HOMO-LUMO gap: 9.63 eV.

=====

Model ii:
This record from the Open Molecules 2025 dataset describes 3 unconnected molecules or ions with the total composition C3H13NO3. The level of theory is ωB97M-V/def2-TZVPD.

Each line ends with the natural charge from an NBO analysis.
Cartesian coordinates (Å):
H (0.3372, 2.2527, 0.4167)  0.18
H (-1.5286, -1.2352, -0.1844)  0.21
H (2.4440, -1.2785, 0.0276)  0.49
O (2.8838, -2.0444, -0.3855)  -0.96
H (-0.2458, -1.9111, -1.1100)  0.22
C (-0.6782, 1.8831, 0.5440)  0.08
H (1.9602, 0.1702, 2.1190)  0.47
H (-1.4922, 1.1886, 2.2308)  0.48
O (-0.6922, 1.0513, 1.7383)  -0.78
N (-1.2115, 1.2956, -0.6500)  -0.64
H (-1.7412, -1.4933, -1.9112)  0.21
H (-0.2708, 0.5185, -2.3524)  0.19
C (-0.4537, 0.2472, -1.3046)  -0.23
H (0.8392, -0.1098, 1.2132)  0.48
H (-2.1769, 1.0512, -0.5464)  0.36
H (2.2559, -2.7839, -0.2895)  0.46
O (1.5703, -0.5702, 1.6696)  -0.95
H (0.5548, 0.2118, -0.8867)  0.18
H (-1.3215, 2.7151, 0.8207)  0.17
C (-1.0327, -1.1586, -1.1592)  -0.63

As for the lowest unoccupied orbital energy: 0.55 eV. As for the HOMO-LUMO gap: 10.00 eV.

=====

Relative energies, in hartree, with the most stable structure set to zero: model i 0.0408; model ii 0.0000.